[1]
124
Properties=species:S:1:pos:R:3 method="wB97M-V/def2-TZVPD" fmax_ha_per_bohr=0.0124 total_charge=-2 de_lowest_kcal_mol=14.7 orbital_gap_ev=5.638
Rb -1.21 -1.08 -0.17
O -3.34 2.79 -0.39
C -3.09 1.64 0.24
O -2.03 1.36 0.73
C -4.26 0.68 0.28
C -5.58 1.07 0.24
C -6.55 0.08 0.39
C -6.17 -1.23 0.57
C -4.81 -1.54 0.57
N -3.89 -0.59 0.43
C -4.31 -2.98 0.82
O -5.10 -3.69 1.48
O -3.17 -3.26 0.37
H -2.49 3.30 -0.39
H -5.84 2.11 0.10
H -7.60 0.35 0.37
H -6.88 -2.03 0.72
C -1.49 2.57 -3.84
N -0.56 1.89 -4.73
C 0.65 2.42 -5.14
C 1.21 1.49 -5.94
N 0.37 0.40 -6.01
B 0.67 -0.85 -6.87
N 1.17 -2.06 -5.99
C 0.58 -3.30 -6.10
C 1.26 -4.17 -5.31
N 2.27 -3.43 -4.70
C 3.22 -3.94 -3.75
C 2.23 -2.14 -5.16
S 3.38 -0.95 -4.76
C -0.73 0.65 -5.26
S -2.11 -0.33 -4.99
H -2.11 3.27 -4.40
H -0.93 3.10 -3.08
H -2.13 1.82 -3.39
H 1.00 3.38 -4.80
H 2.17 1.48 -6.43
H -0.33 -1.23 -7.42
H 1.54 -0.55 -7.67
H -0.30 -3.44 -6.69
H 1.08 -5.20 -5.07
H 2.73 -4.70 -3.13
H 3.55 -3.11 -3.13
H 4.09 -4.37 -4.24
Se -0.03 3.02 2.92
P 0.33 4.47 1.38
Se -0.24 4.02 -0.65
C -0.49 6.05 1.84
C 0.08 7.28 1.55
C -0.61 8.46 1.84
C -1.86 8.41 2.42
C -2.43 7.17 2.71
C -1.75 6.00 2.43
C 2.10 4.93 1.43
C 2.64 5.38 2.63
C 3.98 5.72 2.72
C 4.80 5.59 1.60
C 4.28 5.12 0.41
C 2.93 4.80 0.32
H 1.05 7.33 1.08
H -0.15 9.41 1.61
H -2.40 9.32 2.65
H -3.42 7.13 3.17
H -2.18 5.04 2.68
H 2.01 5.44 3.51
H 4.39 6.07 3.66
H 5.86 5.83 1.67
H 4.92 4.98 -0.45
H 2.51 4.41 -0.61
C -3.20 -3.43 4.30
N -2.45 -2.24 3.94
C -3.24 -1.03 3.83
P -0.84 -2.17 3.61
O -0.53 -1.38 2.39
N -0.10 -1.49 4.92
C -0.60 -1.67 6.27
C 0.99 -0.53 4.79
N -0.34 -3.74 3.50
C 0.31 -4.47 4.56
C -0.82 -4.55 2.38
H -3.93 -3.68 3.52
H -3.73 -3.26 5.24
H -2.53 -4.28 4.44
H -4.09 -1.19 3.16
H -2.64 -0.21 3.42
H -3.63 -0.73 4.81
H -1.45 -2.35 6.28
H -0.92 -0.71 6.70
H 0.18 -2.09 6.92
H 1.17 -0.30 3.75
H 1.91 -0.92 5.24
H 0.73 0.40 5.30
H 0.75 -3.79 5.28
H 1.11 -5.09 4.15
H -0.39 -5.14 5.08
H -1.47 -3.99 1.71
H -1.40 -5.40 2.75
H 0.03 -4.94 1.81
Cl -2.67 -4.71 -4.68
C -1.52 -4.48 -3.40
C -1.16 -5.54 -2.61
C -0.23 -5.31 -1.60
C 0.27 -4.03 -1.44
N -0.10 -3.00 -2.20
C -0.97 -3.22 -3.19
H -1.60 -6.52 -2.77
H 0.09 -6.11 -0.94
H 0.98 -3.82 -0.66
H -1.26 -2.37 -3.81
C 5.95 -1.27 -2.38
C 6.21 -0.39 -1.15
C 4.96 0.07 -0.48
N 4.67 1.30 -0.27
N 3.43 1.50 0.31
C 2.81 0.39 0.53
N 1.53 0.27 0.97
S 3.72 -1.03 0.08
H 6.88 -1.50 -2.89
H 5.27 -0.78 -3.08
H 5.48 -2.22 -2.10
H 6.75 0.51 -1.43
H 6.84 -0.93 -0.44
H 1.07 1.12 1.31
H 1.25 -0.58 1.43

[2]
119
Properties=species:S:1:pos:R:3 method="wB97M-V/def2-TZVPD" fmax_ha_per_bohr=0.0882 total_charge=-1 orbital_gap_ev=6.892
C 8.24 -7.29 -7.30
C 8.43 -5.81 -7.66
C 8.70 -4.84 -6.52
O 9.31 -5.64 -8.74
H 8.88 -7.76 -6.55
H 8.33 -7.92 -8.19
H 7.20 -7.46 -6.99
H 7.42 -5.57 -8.03
H 8.54 -3.86 -6.98
H 9.75 -4.75 -6.24
H 7.96 -4.88 -5.72
C 10.58 -8.81 -11.42
C 10.84 -8.80 -12.79
C 10.47 -7.69 -13.56
C 9.91 -6.55 -12.92
C 9.79 -6.57 -11.55
C 10.22 -7.65 -10.80
O 10.01 -7.66 -9.44
O 10.60 -7.74 -14.91
H 10.89 -9.64 -10.80
H 11.27 -9.67 -13.28
H 9.76 -5.68 -13.55
H 9.44 -5.63 -11.13
H 9.77 -6.77 -9.12
H 10.65 -8.62 -15.27
C 12.20 -0.22 -9.25
C 11.39 -1.16 -9.87
C 11.02 -2.35 -9.27
C 11.49 -2.61 -7.98
C 12.33 -1.71 -7.35
C 12.69 -0.53 -7.98
O 13.61 0.33 -7.39
O 10.30 -3.21 -10.01
H 12.28 0.77 -9.67
H 11.13 -1.02 -10.91
H 11.13 -3.45 -7.40
H 12.81 -1.97 -6.42
H 13.95 0.93 -8.06
H 10.01 -4.08 -9.66
C 8.52 -7.35 -3.25
C 7.15 -7.58 -3.43
C 6.62 -8.84 -3.23
C 7.43 -9.92 -2.88
C 8.80 -9.69 -2.78
C 9.33 -8.43 -2.98
O 10.69 -8.36 -2.95
O 5.26 -9.05 -3.30
H 8.84 -6.32 -3.31
H 6.46 -6.77 -3.67
H 6.99 -10.89 -2.72
H 9.46 -10.51 -2.51
H 11.10 -7.48 -2.90
H 4.74 -8.27 -3.52
C 6.25 -7.81 -11.58
C 6.82 -6.83 -10.79
C 6.56 -5.50 -11.12
C 5.62 -5.19 -12.07
C 4.93 -6.18 -12.76
C 5.34 -7.51 -12.61
O 4.81 -8.53 -13.37
O 7.22 -4.51 -10.48
H 6.68 -8.80 -11.50
H 7.49 -7.00 -9.96
H 5.49 -4.16 -12.38
H 4.28 -5.93 -13.59
H 4.77 -8.15 -14.26
H 7.93 -4.89 -9.92
C 15.36 -5.75 -8.72
C 14.24 -5.62 -7.88
C 12.97 -5.81 -8.38
C 12.83 -6.23 -9.71
C 13.93 -6.32 -10.55
C 15.20 -6.12 -10.03
O 16.33 -6.21 -10.85
O 11.92 -5.63 -7.54
H 16.27 -5.42 -8.23
H 14.37 -5.35 -6.84
H 11.91 -6.57 -10.15
H 13.81 -6.58 -11.59
H 17.08 -6.38 -10.26
H 11.04 -5.73 -7.98
C 4.92 -10.33 -7.23
C 4.63 -10.72 -8.55
C 4.14 -11.98 -8.88
C 4.07 -12.92 -7.90
C 4.52 -12.64 -6.62
C 4.91 -11.35 -6.27
O 5.34 -11.07 -5.01
O 3.75 -12.25 -10.17
H 5.20 -9.31 -7.04
H 4.63 -9.91 -9.27
H 3.67 -13.90 -8.12
H 4.40 -13.48 -5.95
H 4.90 -10.28 -4.63
H 3.06 -12.91 -10.22
C 13.07 -8.76 -5.36
O 14.23 -8.30 -5.29
N 12.01 -8.06 -5.81
N 12.83 -10.03 -4.97
H 11.11 -8.34 -5.47
H 12.19 -7.08 -5.98
H 11.88 -10.30 -4.76
H 13.59 -10.44 -4.46
C 8.82 -11.88 -6.97
O 9.68 -11.93 -7.85
N 8.02 -12.89 -6.57
N 8.36 -10.69 -6.48
H 7.48 -12.66 -5.75
H 8.32 -13.80 -6.86
H 7.73 -10.61 -5.69
H 8.80 -9.85 -6.82
C 12.58 -5.05 -4.05
O 11.69 -5.75 -3.56
N 13.90 -5.38 -4.17
N 12.26 -3.79 -4.50
H 14.48 -4.64 -4.50
H 14.16 -6.31 -3.89
H 12.98 -3.35 -5.04
H 11.33 -3.67 -4.86